# 1
9
Properties=species:S:1:pos:R:3:forces:R:3:nbo_charge:R:1 method="wB97M-V/def2-TZVPD" e_tot_ev=-220125.165 homo_ev=-10.09 e_above_lowest_kcal_mol=124.5 total_charge=0 lumo_ha=-0.05722
C -0.565 0.006 -0.072 -1.78 1.50 -0.19 -0.401
C -0.901 -1.024 0.662 -0.48 -1.59 0.71 -0.261
Si 1.136 0.678 -0.483 1.14 1.29 0.23 0.847
Br -2.360 1.344 -0.614 2.70 -1.76 0.68 -0.051
Br -2.595 -1.573 1.316 0.24 0.45 -0.32 0.155
Br 0.391 -2.395 1.175 -0.14 0.94 -0.41 0.105
H 1.489 0.442 -1.862 -0.03 -0.51 -0.61 -0.149
H 2.441 0.366 0.335 -1.61 -0.11 -0.36 -0.107
H 0.963 2.155 -0.459 -0.04 -0.21 0.27 -0.138

# 2
8
Properties=species:S:1:pos:R:3:forces:R:3:nbo_charge:R:1 method="wB97M-V/def2-TZVPD" e_tot_ev=-87404.178 homo_ev=-10.72 e_above_lowest_kcal_mol=16.2 total_charge=0 lumo_ha=0.00380 smiles=C[C@](F)(Cl)Br
C 0.726 -0.156 0.176 2.48 -3.53 0.26 -0.735
C -0.655 0.123 -0.298 0.86 2.31 2.47 0.389
F -0.681 0.287 -1.587 -0.76 -0.18 -1.01 -0.306
Cl -1.046 1.982 0.468 0.14 -2.08 -0.86 -0.199
Br -1.873 -1.114 0.480 -0.45 0.06 -0.50 0.099
H 0.847 -0.713 1.158 -0.69 1.63 -0.68 0.257
H 1.213 -1.019 -0.421 -1.25 1.11 0.03 0.241
H 1.470 0.610 0.025 -0.32 0.69 0.29 0.253

Max |F| for every record listed, in sequence, given in eV/Å: 3.29 4.32.
HOMO-LUMO gap for every record listed, in sequence, given in eV: 8.536 10.827.